(1)
DFT (ωB97M-V/def2-TZVPD) results for a structure of composition C38H26Cl2F4NO3SSbZn.

Atoms and positions in Å:
Zn  0.0548  2.1098  -0.8691
Cl  1.1153  4.5514  -0.5732
C  -0.3451  5.4253  -0.9728
C  -0.2017  6.7438  -1.3642
C  -1.3256  7.4789  -1.7065
C  -2.5710  6.8744  -1.6731
C  -2.6756  5.5518  -1.2826
Cl  -4.2562  4.8279  -1.3355
C  -1.5804  4.7724  -0.8961
S  -1.8456  3.1363  -0.3250
H  0.7855  7.1823  -1.3996
H  -1.2314  8.5119  -2.0096
H  -3.4607  7.4129  -1.9701
C  5.3649  -2.7004  -2.5228
C  5.2735  -2.3999  -1.0375
C  6.6366  -2.0733  -0.4477
C  6.5298  -1.9361  1.0604
C  5.4402  -0.9653  1.4282
C  5.4428  -0.3406  2.6538
C  4.4459  0.5733  2.9801
F  4.4909  1.1505  4.1930
C  3.4507  0.9020  2.1082
C  3.4304  0.2832  0.8510
C  2.3664  0.6336  -0.0848
O  1.4891  1.4555  0.3137
C  2.4043  0.0030  -1.3493
C  3.3833  -0.9317  -1.5814
N  4.3467  -1.2791  -0.7308
C  4.4099  -0.6588  0.5159
C  1.4217  0.1828  -2.4975
O  1.5092  -0.5881  -3.4390
O  0.5697  1.1466  -2.4205
H  6.1216  -3.4715  -2.6629
H  5.6697  -1.8176  -3.0874
H  4.4351  -3.0809  -2.9410
H  4.8747  -3.2785  -0.5186
H  7.0061  -1.1463  -0.8958
H  7.3340  -2.8679  -0.7124
H  7.4741  -1.6021  1.4916
H  6.3109  -2.9143  1.4995
H  6.2253  -0.5457  3.3736
H  2.6873  1.6227  2.3623
H  3.3472  -1.4313  -2.5367
F  -6.0221  -6.0722  2.8011
C  -5.5357  -5.0978  2.0061
C  -4.2002  -5.1232  1.6611
C  -3.7085  -4.1101  0.8479
C  -4.5375  -3.0900  0.3897
C  -5.8822  -3.1075  0.7553
C  -6.3928  -4.1077  1.5696
Sb  -3.8109  -1.5678  -0.9331
C  -1.8269  -1.5448  -0.1166
C  -1.4894  -0.9294  1.0881
C  -0.2071  -1.0393  1.6116
C  0.7255  -1.7797  0.9113
F  1.9673  -1.9332  1.4424
C  0.4481  -2.3670  -0.3038
C  -0.8380  -2.2371  -0.8131
C  -4.5710  0.0874  0.1920
C  -4.8246  0.0466  1.5750
C  -5.1438  1.1864  2.3230
C  -5.1559  2.3697  1.5798
F  -4.6531  6.1979  -4.2055
C  -4.9252  2.2899  0.3670
C  -4.6411  1.2996  -0.5221
H  -3.5655  -5.9178  2.0294
H  -2.6560  -4.1162  0.5879
H  -6.5508  -2.3237  0.4160
H  -7.4324  -4.1267  1.8673
H  -2.2327  -0.3667  1.6412
H  0.0663  -0.5773  2.5515
H  1.2200  -2.9040  -0.8379
H  -1.0605  -2.6898  -1.7729
H  -4.7687  -0.9067  2.0880
H  -5.3413  1.1212  3.3856
H  -4.3792  5.5354  -3.5940
H  -4.4279  1.3985  -1.5770

Atomic forces in eV per Å
0.041 0.085 0.029
0.022 0.032 -0.037
0.005 -0.028 0.020
-0.052 0.034 -0.015
0.041 -0.060 0.028
0.051 0.046 -0.010
-0.026 0.066 -0.091
-0.121 0.064 -0.037
0.139 -0.043 0.003
0.088 -0.080 -0.002
-0.001 0.008 -0.001
0.015 -0.003 -0.011
0.017 -0.012 0.021
0.006 0.002 -0.001
0.012 -0.006 0.000
0.002 -0.004 0.005
-0.007 0.000 0.004
-0.022 0.007 -0.023
-0.002 -0.001 0.005
-0.007 -0.012 -0.012
0.002 0.002 -0.001
0.007 -0.009 -0.046
0.133 0.163 -0.041
0.043 0.074 0.026
-0.001 -0.004 -0.020
0.045 0.032 -0.007
-0.007 0.013 -0.022
0.018 -0.019 0.038
0.085 0.105 0.022
0.010 -0.020 -0.008
0.003 0.010 0.022
-0.034 -0.036 0.021
0.002 0.004 -0.001
-0.007 -0.001 0.001
0.002 -0.007 -0.006
0.002 -0.006 0.003
-0.001 -0.002 -0.003
-0.001 -0.003 0.001
0.000 -0.003 0.000
-0.001 -0.002 0.000
0.000 0.000 0.000
-0.002 0.000 -0.002
0.000 0.003 -0.010
0.006 -0.011 0.001
0.009 -0.003 0.001
-0.003 0.002 0.001
-0.001 0.022 0.037
0.025 -0.012 0.010
-0.010 -0.014 -0.033
-0.005 0.005 0.002
-0.088 -0.013 -0.007
0.033 0.042 -0.024
0.002 -0.027 0.031
0.013 -0.060 0.002
-0.050 -0.093 0.155
-0.251 -0.148 -0.068
-0.059 -0.014 0.048
0.013 -0.020 -0.037
0.116 0.086 -0.087
-0.039 0.035 0.006
0.028 0.049 0.195
-0.119 -0.371 0.172
0.250 -0.476 0.360
-0.220 0.329 -0.221
0.163 -0.127 0.027
-0.001 0.000 0.000
-0.001 -0.002 -0.003
-0.001 0.000 -0.002
-0.001 -0.001 -0.001
0.024 0.005 -0.018
0.003 0.002 -0.024
-0.011 -0.029 -0.008
0.007 0.008 -0.012
-0.002 -0.009 0.010
0.009 -0.021 -0.004
-0.301 0.487 -0.351
-0.037 -0.011 -0.001

**Relative energy (zero: lowest compared OMol25 entry of this formula, charge and spin)**: 319.3 kJ/mol
**Multiplicity**: 1


(2)
DFT (ωB97M-V/def2-TZVPD) results for a structure of composition C16H36Al2BrCl6IN3O11.

Atoms and positions in Å:
C  -1.0072  2.3534  -0.5165
C  -0.2820  1.4515  0.4959
O  -1.2290  0.7157  1.2745
C  0.7073  0.5234  -0.1698
O  0.0612  -0.5712  -0.7831
N  0.7737  -1.0356  -1.9130
C  -0.2008  -1.2930  -2.9733
C  0.1641  -0.4510  -4.2049
O  -0.7340  -0.8182  -5.2522
C  -0.4340  -0.2653  -6.4528
I  -0.5215  1.9016  -6.5721
O  1.4973  -0.4856  -4.5706
C  1.9822  -1.7813  -4.9035
C  3.4665  -1.7083  -5.3431
C  3.8162  -0.4166  -6.0741
O  3.7261  -2.8045  -6.1962
H  -0.4862  3.3021  -0.6111
H  -1.0674  1.8480  -1.4739
H  -1.9899  2.5969  -0.1216
H  0.2805  2.0777  1.2002
H  -1.6754  1.3803  1.8055
H  1.4163  0.1800  0.5944
H  1.2692  1.0608  -0.9352
H  1.2555  -1.8918  -1.6713
H  -1.2175  -1.1052  -2.6509
H  -0.1184  -2.3495  -3.2268
H  -0.0330  0.5852  -3.9184
H  0.5357  -0.6634  -6.8299
H  -1.2411  -0.6513  -7.1692
H  1.4433  -2.2354  -5.7429
H  1.9278  -2.4985  -4.0860
H  4.0644  -1.8375  -4.4468
H  3.5851  -0.4584  -7.1389
H  4.8989  -0.3103  -6.0293
H  3.4075  0.4809  -5.6202
H  3.4096  -2.5499  -7.0683
Al  -0.2936  -0.2171  -8.6944
C  -1.5512  -2.1897  4.0435
C  -2.6477  -1.9140  3.0398
O  -3.7975  -2.4999  3.6636
C  -3.5848  -2.5533  4.9935
O  -4.3937  -2.8239  5.8057
O  -2.2786  -2.2358  5.2899
H  -0.7911  -1.4112  4.0646
H  -1.0669  -3.1545  3.8836
H  -2.8287  -0.8468  2.8992
H  -2.4588  -2.3685  2.0717
C  2.8571  4.2998  -1.1805
O  1.7133  4.2556  -1.5549
N  3.2071  4.9840  0.0010
N  3.8916  3.7335  -1.8479
H  4.1567  5.0653  0.3378
H  2.4593  5.4345  0.5108
H  3.6726  3.2479  -2.7001
H  4.8489  3.7770  -1.5508
C  -1.4331  -0.2526  7.7332
Cl  -0.9455  1.1401  6.6896
Cl  -0.0619  -0.8654  8.6208
H  -2.1837  0.0992  8.4348
H  -1.8428  -1.0279  7.0943
O  -3.3990  -1.6294  -9.6735
H  -3.4899  -2.5367  -9.3271
C  2.5622  -1.8369  3.7193
Cl  1.4382  -1.1931  2.5144
Cl  2.0069  -1.5852  5.3838
H  2.6751  -2.9051  3.5692
H  3.5184  -1.3408  3.5906
Br  -3.0957  1.1940  5.5567
O  0.4638  -3.1789  6.7435
H  -0.4724  -2.9839  6.5426
Al  4.5509  4.9422  2.2028
C  -6.7181  1.7749  7.3695
Cl  -6.1069  3.1094  6.3811
Cl  -5.4182  1.0542  8.3213
H  -7.4853  2.1450  8.0405
H  -7.1280  1.0180  6.7115

Atomic forces in eV per Å
0.338 -0.043 0.711
-0.608 0.620 -0.320
0.329 -0.346 0.144
0.613 -0.115 0.260
-0.325 -0.208 0.291
-0.250 0.772 -0.352
0.956 -0.897 -0.492
-0.135 0.525 1.629
0.130 0.090 -0.157
-1.051 -1.164 0.760
0.144 -0.116 -0.221
-0.444 -0.445 -0.315
0.886 -0.412 -0.550
-0.869 0.481 -0.448
0.835 0.079 0.513
0.065 -0.202 0.421
0.207 -0.020 -0.331
-0.289 0.086 -0.167
-0.256 -0.117 -0.232
0.243 0.047 -0.155
-0.238 -0.079 0.008
-0.023 -0.056 -0.380
0.003 0.216 0.035
-0.226 -0.091 0.396
-0.090 0.163 0.082
-0.331 -0.091 -0.237
0.055 0.217 -0.340
0.242 0.569 0.187
0.011 0.208 1.314
-0.268 0.156 0.011
-0.238 0.122 0.222
0.332 0.021 -0.045
-0.367 -0.011 -0.034
0.110 0.020 -0.134
-0.244 -0.004 -0.020
0.123 -0.215 -0.151
0.164 0.304 -2.477
0.170 0.013 -0.032
0.028 0.041 -0.186
0.336 0.110 0.140
-0.191 -0.167 -0.245
-0.147 0.076 0.398
0.238 0.115 -0.320
-0.123 0.005 0.192
-0.046 -0.013 0.028
0.018 -0.028 -0.011
-0.162 -0.073 0.018
0.163 -0.274 -0.831
-0.035 0.097 0.458
-0.047 -0.380 0.841
0.003 0.015 0.358
-0.255 0.465 -1.792
0.020 0.239 -0.282
0.013 0.021 -0.037
0.030 0.046 -0.107
-0.154 -1.364 1.449
-1.966 0.126 -1.367
-0.101 0.611 -0.218
0.027 0.379 -0.145
0.101 0.159 -0.394
0.492 0.069 0.370
-0.121 0.065 -0.157
-0.067 -0.290 -0.177
0.132 -0.170 0.328
-0.271 -0.092 0.274
-0.072 -0.014 -0.009
-0.004 0.068 0.190
1.788 0.362 1.037
0.286 0.102 -0.349
0.026 -0.083 -0.198
0.274 -0.124 1.395
-0.125 -0.086 -0.068
0.057 -0.044 -0.163
0.006 -0.148 0.165
0.108 0.116 0.030
0.038 -0.012 -0.006

**Total charge**: +3
**Multiplicity**: 1


(3)
DFT (ωB97M-V/def2-TZVPD) results for the molecule C8H6F3NO2S.

Atoms and positions in Å:
O  1.6016  2.7931  0.7819
O  -2.5525  0.4678  2.0324
F  3.5106  2.1454  -2.0963
F  4.3745  1.3882  -0.2031
F  3.9717  3.6030  -0.5723
N  -0.8159  -1.1077  -0.8542
S  -0.5986  1.4325  -0.0401
C  2.0393  2.1002  -0.1614
C  -2.0406  -0.4163  1.3151
C  -1.1347  -0.2117  0.1258
C  -1.2038  -2.4141  -0.6087
C  -2.0287  -2.8033  0.5012
C  3.5250  2.3022  -0.7189
C  1.0241  1.3338  -0.9249
C  -2.5483  -1.8648  1.5562
H  -0.8510  -2.9630  -1.4158
H  -2.4749  -3.8347  0.3892
H  0.8328  1.9172  -1.8647
H  1.2343  0.2614  -1.2278
H  -3.6224  -1.8704  1.4524
H  -2.2424  -2.2588  2.5340

Atomic forces in eV per Å
2.695 -1.763 -2.469
2.110 -1.495 -2.258
-0.115 -0.365 1.508
-0.610 1.217 -0.307
-0.527 -2.302 0.656
-0.834 2.746 4.146
0.382 0.352 0.348
-1.252 3.090 2.805
-2.648 0.048 2.035
1.161 -1.165 -2.900
-2.938 0.518 4.082
1.572 -0.802 -4.125
-0.187 0.904 -1.371
-1.147 -1.467 -1.659
1.862 0.026 -1.581
0.054 -1.999 -0.872
0.753 1.139 0.605
0.470 -0.629 0.548
-0.062 1.306 0.404
-0.476 0.229 0.383
-0.264 0.413 0.022

**Relative energy (zero: lowest compared OMol25 entry of this formula, charge and spin)**: 133.9 kJ/mol
**Multiplicity**: 1


Number 1: total energy -5481.7397 Ha, Kohn-Sham gap 0.2825 Eh. Number 2: total energy -7739.3027 Ha, Kohn-Sham gap 0.0319 Eh. Number 3: total energy -1211.3759 Ha, Kohn-Sham gap 0.2636 Eh.